[1]
The following is a quantum chemistry calculation of one molecule with the formula C25H27N3O5, from the OMol25 dataset.

Values from the calculation:
* DFT total energy: -1509.34109 a.u.
* HOMO level: -7.81 eV
* net charge: 0
* lowest unoccupied orbital energy: 0.0183 hartree
* relative energy (zero: lowest compared OMol25 entry of this formula, charge and spin): 40.2 kcal per mole

Positions of all 60 atoms, in Å:
C -3.6292 -2.0374 -3.9204
H -0.3246 -3.3264 2.5073
H -3.1334 0.0997 0.3346
H 1.2557 4.9695 1.8513
H 3.0008 6.4794 4.8008
C -0.1243 2.5808 -1.0915
H 1.7648 6.7741 3.5772
H 2.6108 0.2220 0.2344
H -3.8944 -3.3459 -6.8841
H 6.0089 -1.5367 2.1548
C -4.5498 -1.5031 -3.0175
H -1.7509 -2.4801 0.3385
H 3.0690 2.5100 1.9848
C 2.2189 -1.4664 1.4993
H -0.8133 -1.5186 -2.1337
C 2.2180 4.4989 2.0638
O -2.4373 2.0341 -1.4905
C 4.9431 -1.5349 1.9817
O 0.3959 2.8037 0.2128
C 0.8059 -1.7297 1.4723
N -1.2018 0.5289 -0.3749
C -2.3096 -0.4187 -0.1668
C 2.1090 2.9923 1.7996
C 2.7193 6.2886 3.7680
H -2.5527 -2.2867 -6.3858
C -2.2790 -2.0391 -3.5880
C -1.3696 1.7062 -1.0164
C -3.2676 -3.0431 -6.0468
H -2.1630 -0.7074 2.4816
C -0.2098 -1.0058 0.7828
O 2.4963 2.5958 -0.5473
C -4.1284 -0.9796 -1.8154
H -4.8507 -0.5588 -1.1328
H 1.3481 2.5547 2.4451
H 3.5806 4.3189 3.7181
H 2.9599 4.9271 1.3864
C 4.1566 -2.4933 2.5864
H -0.4032 3.5384 -1.5417
C 2.7919 -2.4501 2.3356
H 0.6450 2.0947 -1.7042
N -0.0313 0.1009 0.1548
C -1.8672 -1.5150 -2.3754
C -2.7805 -0.9809 -1.4784
H 3.4672 6.7388 3.1194
H 1.8794 4.3532 4.1826
O -2.2443 -1.5605 2.0382
C 3.0352 -0.5193 0.8893
O -4.1484 -2.5252 -5.0800
H -2.7232 -3.9153 -5.6698
C 2.6185 4.7907 3.5077
H 4.5833 -3.2500 3.2281
H -1.5382 -2.4402 -4.2615
C -1.6650 -1.4741 0.7604
C 1.7243 2.7622 0.3597
N 1.7804 -3.2603 2.7843
H 1.8964 -4.0461 3.4022
C 4.3892 -0.5648 1.1430
C 0.5995 -2.8361 2.2691
H -5.5930 -1.5036 -3.2902
H 5.0387 0.1629 0.6805

Force components x, y, z for each atom (eV/Å):
-0.06 0.08 0.19
-0.14 -0.08 0.07
0.06 -0.14 0.00
-0.01 0.07 -0.05
0.03 0.11 0.08
0.11 -0.02 -0.51
-0.08 0.10 -0.01
0.01 0.10 -0.10
0.09 0.00 0.03
0.08 -0.01 0.02
0.02 -0.13 -0.23
-0.01 0.17 0.00
-0.05 -0.05 -0.05
0.03 -0.37 0.30
0.14 0.02 0.01
0.05 -0.23 0.27
-0.12 0.02 -0.04
0.04 -0.12 0.10
-0.49 0.25 0.13
0.42 -0.49 0.40
-1.03 -0.54 0.09
-0.01 0.07 -0.16
-0.03 0.16 -0.23
0.02 -0.25 0.08
-0.02 -0.03 0.02
-0.03 -0.15 -0.32
0.56 0.51 0.14
0.14 -0.08 -0.14
0.04 -0.04 -0.01
-1.00 0.27 -0.36
0.07 0.01 -0.12
0.18 -0.09 -0.03
-0.09 0.08 0.07
0.02 -0.04 0.04
0.00 -0.09 0.05
-0.02 0.05 -0.05
0.05 -0.05 0.04
0.00 -0.21 0.08
0.23 0.48 -0.31
-0.18 0.11 0.06
1.05 -0.33 0.37
-0.20 0.10 0.21
-0.02 -0.05 -0.06
0.07 0.10 -0.05
0.02 -0.09 0.04
-0.15 0.03 0.38
0.08 0.02 0.01
-0.17 0.13 0.22
-0.01 0.05 -0.01
-0.07 0.22 -0.24
0.07 -0.06 0.06
0.03 -0.05 -0.09
0.23 0.22 -0.32
0.38 -0.15 0.35
0.05 -0.36 0.24
-0.04 0.11 -0.09
0.01 0.16 -0.12
-0.26 0.43 -0.37
-0.13 0.01 -0.04
0.05 0.08 -0.06

[2]
The following is a quantum chemistry calculation of a 2-piece molecular cluster, C10H16BrN4O3 overall, from the OMol25 dataset.

Values from the calculation:
* DFT total energy: -3408.99764 a.u.
* HOMO level: -12.86 eV
* net charge: +1
* lowest unoccupied orbital energy: -0.1636 hartree

Positions of all 34 atoms, in Å:
H 2.1381 -1.1388 -1.6149
N -0.1413 -2.0045 -0.0231
H -0.6773 1.0025 -2.4335
C -3.2944 2.3215 0.0388
H -0.3801 -1.7052 2.3519
C -3.3640 1.0035 -0.3716
C -1.3686 2.6994 -1.3160
H 0.2114 -2.5339 -1.8023
H 3.5084 -1.8744 2.1125
H 3.0324 0.1929 -0.9928
C 2.5017 -0.6998 -0.6983
H 3.6711 -0.1807 1.5794
C -2.4157 0.5305 -1.2644
C -1.4160 1.3756 -1.7339
H 0.8671 0.4905 -0.1701
C 3.9162 -1.2098 1.3673
H -0.5973 3.3601 -1.6873
N -4.2894 2.8208 1.0058
H 4.3823 -1.5959 -0.6565
H -2.4575 -0.4970 -1.5971
O -0.2616 -1.7984 -1.3662
C 3.5029 -1.6115 -0.0415
H 4.9871 -1.3056 1.4420
C 0.6185 -1.2670 0.7107
O -4.2119 3.9871 1.3327
H 1.2251 -2.1777 2.3810
C -2.3150 3.1795 -0.4229
H -2.2849 4.2079 -0.0951
N 1.4222 -0.2701 0.2151
N 0.5697 -1.4581 2.0820
O -5.1121 2.0251 1.4165
Br 2.8933 -3.4804 -0.1182
H -4.1430 0.3529 -0.0028
H -0.7172 -2.7409 0.3724

Force components x, y, z for each atom (eV/Å):
-0.17 -0.20 -0.33
-0.32 -0.18 -0.54
-0.04 0.01 -0.06
0.15 -0.05 -0.13
0.20 -0.27 0.34
-0.04 -0.22 0.01
0.02 -0.12 0.00
-0.01 0.07 0.15
-0.27 0.03 0.34
0.11 0.45 0.08
-0.23 0.20 -0.06
-0.27 0.25 0.09
0.10 0.05 0.04
0.06 -0.02 0.05
-0.04 0.07 0.09
0.31 -0.31 -0.23
-0.02 0.03 -0.01
-0.18 0.09 0.19
0.26 -0.23 -0.47
-0.06 0.01 -0.06
-0.10 -0.07 -0.08
0.11 0.19 0.26
0.39 -0.08 0.14
0.12 0.33 0.79
-0.03 -0.22 -0.06
0.26 0.38 0.27
0.10 0.18 -0.01
-0.10 -0.01 0.07
0.63 -0.33 -0.49
-0.95 -0.20 -0.39
0.15 0.15 -0.07
-0.05 -0.01 0.06
-0.07 0.11 0.05
0.00 -0.08 -0.07

[3]
The following is a quantum chemistry calculation of one molecule with the formula C18H14N4O5S, from the OMol25 dataset.

Values from the calculation:
* DFT total energy: -1687.66646 a.u.
* HOMO level: -8.89 eV
* net charge: 0
* lowest unoccupied orbital energy: -0.0396 hartree
* relative energy (zero: lowest compared OMol25 entry of this formula, charge and spin): 3.2 kcal per mole

Positions of all 42 atoms, in Å:
H 6.8295 1.6081 4.1917
C 1.3499 -0.2103 -2.1374
C 3.8948 1.1538 1.8204
C -3.6101 -2.6747 -0.1909
O -3.6784 -4.8410 0.5022
H 0.5027 2.0816 0.2078
C 1.4969 0.6106 -1.0203
O -3.7066 2.0383 -1.8634
C -0.9379 0.4770 -2.3847
H -3.6703 1.1048 0.4610
H -2.1848 -0.1925 -3.8652
C -3.6079 -2.2171 1.1217
H -1.6188 1.9464 -0.9935
C 5.9695 1.4862 3.5477
C 4.6783 1.6395 4.0315
N 6.2326 1.1863 2.2882
O -3.4609 -4.4532 -1.6002
N -3.5835 -4.1023 -0.4500
H 4.4991 1.8852 5.0668
C -3.6460 -0.4390 -0.9935
H 1.9129 1.1338 1.3699
O 3.8511 0.3717 -0.9898
H -3.6316 -0.4905 2.3814
H 0.0460 -0.9317 -3.6689
C -3.6317 -1.7911 -1.2619
N -2.1455 0.4172 -3.0641
C 0.4122 1.3839 -0.6127
C -0.7923 1.3204 -1.2854
C -3.6272 -0.8552 1.3663
H 5.5030 0.7771 0.4273
H -3.6567 -2.1581 -2.2762
C -3.6444 0.0380 0.3042
C 2.8425 0.6480 -0.3771
H 2.2023 -0.7852 -2.4653
H -3.5943 -2.9365 1.9269
C 3.6257 1.4706 3.1520
C 0.1483 -0.2890 -2.8071
C 5.2351 1.0226 1.4433
N 2.8207 0.9964 0.9470
H 2.6022 1.5828 3.4867
O -4.5855 0.2780 -3.3571
S -3.6408 0.7089 -2.3791

Force components x, y, z for each atom (eV/Å):
0.02 0.03 0.14
0.06 0.11 0.16
0.43 0.09 0.38
-0.01 1.21 0.09
-0.03 -0.30 0.27
0.01 0.07 0.07
-0.22 0.01 -0.26
0.22 -0.08 0.17
0.58 0.24 0.60
0.01 0.11 0.10
-0.20 -0.05 -0.09
-0.01 -0.21 -0.09
0.03 0.13 0.08
-0.05 0.07 0.31
-0.02 -0.03 -0.14
0.47 0.02 0.13
0.02 -0.20 -0.38
0.02 -0.18 -0.04
0.00 0.02 0.08
-0.05 0.48 -0.26
0.17 -0.10 -0.18
0.11 -0.06 -0.04
0.00 0.03 0.08
0.00 -0.11 -0.09
-0.04 -0.47 0.03
-0.94 0.16 -0.21
0.20 -0.21 -0.06
-0.01 -0.01 -0.04
-0.01 -0.03 -0.16
-0.11 0.00 -0.01
0.03 -0.10 -0.05
-0.02 0.13 0.03
-0.13 0.03 0.13
0.06 -0.04 -0.04
0.00 0.00 0.01
0.12 -0.05 -0.18
-0.21 0.08 -0.02
-0.33 -0.10 -0.50
-0.44 0.09 0.06
-0.07 0.01 0.03
0.07 -0.25 -0.12
0.27 -0.51 0.02

[4]
The following is a quantum chemistry calculation of C24H23IrN6O2S as an isolated structure, from the OMol25 dataset.

Values from the calculation:
* multiplicity: 2
* DFT total energy: -1909.74905 a.u.
* HOMO level (alpha / beta): -10.21 / -10.21 eV
* net charge: +1
* lowest unoccupied orbital energy (alpha / beta): -0.1210 / -0.1805 hartree
* relative energy (zero: lowest compared OMol25 entry of this formula, charge and spin): 5.1 kcal per mole

Positions of all 57 atoms, in Å:
N 0.8824 0.5044 -4.2692
C 3.4701 3.3634 0.8950
H -4.1375 -0.2487 -2.0633
C -4.7764 -3.5460 -1.5075
H 0.9716 1.4493 -4.6001
H 3.6679 2.5880 -2.4106
C -2.7803 -1.5754 -1.0890
N 0.4604 1.3606 -2.2238
C -1.4115 -3.4053 0.0044
C 3.1643 2.1053 1.4190
H -3.4391 -4.8855 -0.5403
C -1.4995 0.6195 3.6087
H -0.6226 3.5291 2.1318
C 1.6181 -2.3326 1.5693
H 2.6050 -2.6987 1.8502
C -0.7742 2.4693 2.2752
H -5.5390 -4.2923 -1.6768
H 1.0689 -2.0855 2.4819
Ir -0.0616 -0.8075 -0.2992
H 3.1449 -0.5082 2.0997
C -0.4765 1.5851 1.2479
H 1.4621 -3.7071 -0.0671
C -1.2841 1.9801 3.4675
H -5.8791 -1.9468 -2.4395
C 2.6215 -0.2646 1.1717
C 0.8568 -3.3752 0.7807
C 3.6242 3.5451 -0.4906
N -0.3486 -2.7321 0.2655
C -3.9983 -1.2686 -1.7310
C -1.1662 -0.2115 2.5538
C -2.5878 -2.9142 -0.6509
H 0.6162 -4.2396 1.4019
C 3.2176 1.1584 -0.8518
N 1.7436 -1.0948 0.7572
C -4.9617 -2.2224 -1.9347
N -0.6490 0.2527 1.4196
H 3.8608 4.5296 -0.8722
S 0.4688 -1.3800 -2.4826
O -1.9472 -0.5748 -0.9208
C 3.5088 2.4876 -1.3456
H 3.0461 1.9859 2.4899
C -0.0309 2.0320 -0.0834
H -1.3234 -1.2816 2.6006
C 2.9757 1.0236 0.5851
C 0.0936 3.4805 -0.4098
H 0.8268 3.9538 0.2482
O 3.2608 0.1672 -1.5891
H -1.5262 2.6597 4.2736
H 3.5910 4.2054 1.5627
N 0.1686 1.0783 -0.9355
H -0.8617 3.9912 -0.2742
C 0.6085 0.2823 -2.9789
H -1.4215 -4.4586 0.2870
H 1.0158 -0.2616 -4.9036
H 0.4123 3.5983 -1.4403
H -1.9220 0.2024 4.5110
C -3.6074 -3.8689 -0.8775

Force components x, y, z for each atom (eV/Å):
0.01 -0.01 0.01
0.02 -0.02 -0.02
0.00 0.00 0.00
0.01 -0.02 0.01
-0.02 0.00 0.00
-0.02 -0.02 0.00
0.02 0.07 0.10
0.09 -0.02 -0.04
-0.03 -0.01 -0.02
-0.05 -0.05 -0.03
0.00 0.00 0.00
-0.01 0.00 0.00
-0.01 0.00 0.00
0.02 -0.03 0.00
0.01 0.01 -0.02
0.00 -0.01 -0.02
0.00 0.00 0.00
-0.01 0.03 -0.01
-0.05 0.01 0.21
0.12 -0.08 -0.09
-0.01 0.00 -0.01
0.00 -0.01 0.00
0.00 0.00 0.01
0.00 0.00 0.00
0.01 -0.12 0.06
-0.01 0.05 -0.07
0.07 0.04 -0.02
-0.03 -0.03 0.03
-0.04 -0.01 0.00
0.01 -0.01 0.01
0.05 -0.01 0.02
0.01 0.01 0.01
0.17 -0.13 0.03
-0.13 0.09 -0.09
0.01 0.02 -0.01
0.00 0.02 0.00
0.00 0.00 0.00
0.21 0.01 0.10
-0.03 -0.10 -0.17
-0.03 0.06 0.04
0.02 0.01 0.01
-0.06 -0.02 -0.01
0.01 -0.01 0.00
-0.15 0.13 -0.02
-0.03 0.00 0.02
-0.06 0.00 -0.02
-0.09 -0.04 -0.02
0.00 0.00 0.00
0.01 0.00 0.02
0.03 0.13 0.04
-0.01 -0.01 0.00
-0.04 0.05 -0.03
0.00 0.00 -0.01
0.01 0.00 0.00
0.00 0.00 0.01
0.00 0.00 0.00
-0.04 0.00 0.00

[5]
The following is a quantum chemistry calculation of a 8-piece molecular cluster, C18H39Br14N2 overall, from the OMol25 dataset.

Values from the calculation:
* DFT total energy: -36854.84716 a.u.
* HOMO level: -0.49 eV
* net charge: -1
* lowest unoccupied orbital energy: 0.0547 hartree
* relative energy (zero: lowest compared OMol25 entry of this formula, charge and spin): 21.0 kcal per mole

Positions of all 73 atoms, in Å:
H -1.8838 0.9284 -2.1357
C -0.0719 -6.5700 4.1192
Br -0.1167 -3.7518 4.6261
H -3.3248 2.7694 -4.1506
C 0.7500 -5.3296 3.8844
H 3.6982 5.4421 -3.5317
Br 0.7104 -2.6664 1.3305
H 2.2795 -7.6192 7.7860
H -2.2974 4.7001 -2.6674
Br 5.7592 5.9629 -0.3398
H -6.5937 -1.9473 -3.9522
C 6.1098 -0.1512 -0.9592
Br -2.6587 5.7839 -0.1761
H -6.3111 3.7291 -3.8840
H -0.0191 5.1524 2.5297
H -7.2377 -2.2134 -5.5854
C 0.7928 -2.0885 -0.5304
H 1.7419 -5.3835 4.3269
H -2.4039 4.8795 2.1046
H -1.1306 -6.4255 3.9210
H 0.2980 -7.3952 3.5123
C -6.9396 -1.4577 -4.8591
H 6.0804 4.9562 -2.5967
N -5.0151 3.5618 -2.3300
H 1.8352 -0.6444 -1.7243
H -1.6037 3.8142 0.9315
H -3.5614 2.7656 -1.0227
H 2.5252 -0.8421 -0.1046
Br 4.5026 0.2707 -1.9762
Br 4.9421 -1.9353 0.9588
H -6.4630 2.2739 -3.0300
Br -5.3947 -0.5737 -5.6495
H 2.7079 -6.7585 10.2074
C -3.9531 2.5849 -2.0583
H -2.8835 0.4916 -3.6161
C -0.4224 5.5288 1.5898
H 7.1289 -1.8747 -0.1827
C 3.9446 5.3545 -2.4743
C 3.2330 -7.2408 8.1515
H -8.9891 -1.0212 -4.3896
C 6.1380 -1.5995 -0.5421
H -0.5157 6.6101 1.6466
H 4.0415 -7.7118 7.5985
H 1.2656 -2.9129 -1.0635
H 3.1070 -8.4625 9.9123
C -2.1341 1.1934 -3.1806
H 6.1407 0.5376 -0.1185
H 5.6271 6.6692 -2.7012
Br 0.9538 5.1463 0.2653
H -8.2349 0.1929 -5.4435
H 6.9374 0.0672 -1.6330
Br -7.7198 0.6195 -3.0399
H 5.8433 -2.2778 -1.3385
H -1.3238 3.9710 -3.9719
C -1.7258 4.8465 1.2526
C -1.7825 3.7598 -2.9685
Br 3.2451 -5.3531 7.6761
Br 0.0812 -7.1851 5.9622
C -8.0654 -0.4857 -4.6116
H -0.9461 3.4970 -2.2725
N -5.8247 3.0156 -3.3548
H -1.2234 1.2701 -3.8245
Br 0.6055 0.7376 -0.0938
H 0.8419 -5.1285 2.8175
H -0.2328 -1.9796 -0.8746
C 5.3885 5.7132 -2.2366
Br 3.5919 3.4937 -2.0212
C -2.8311 2.6196 -3.1600
C 1.6045 -0.8285 -0.6776
H 3.2517 5.9592 -1.8936
Br 5.1684 -7.1516 10.2645
H -4.3815 1.5310 -2.0683
C 3.3436 -7.4343 9.6416

Force components x, y, z for each atom (eV/Å):
0.05 -0.13 -0.57
0.21 -0.16 0.00
0.11 -0.12 0.09
0.08 -0.08 0.85
-0.14 0.24 -0.09
0.06 0.04 0.04
-0.09 0.10 -0.06
0.03 0.00 0.05
0.40 -0.78 -0.08
0.05 -0.08 -0.05
-0.07 0.10 0.00
-0.06 0.05 -0.30
-0.01 -0.08 0.27
-0.12 -0.03 0.39
-0.04 -0.02 -0.04
-0.05 0.03 0.05
0.17 -0.21 -0.01
-0.08 -0.07 0.03
0.10 -0.01 0.03
0.07 0.08 0.04
0.02 0.06 0.01
0.11 0.01 -0.36
-0.11 -0.01 0.02
0.90 0.16 1.49
-0.09 -0.10 0.02
0.07 0.07 -0.01
0.07 -0.05 -0.74
-0.08 -0.10 -0.03
0.33 -0.22 0.04
0.00 -0.05 -0.10
0.58 1.47 -0.15
-0.03 -0.05 0.12
0.03 0.01 -0.11
-1.06 0.80 -1.12
0.74 0.20 0.40
0.13 -0.22 0.14
-0.02 0.06 -0.04
-0.17 -0.27 -0.12
-0.21 0.23 -0.07
0.07 -0.07 -0.09
0.08 -0.02 0.29
-0.07 -0.07 -0.05
-0.01 0.00 0.11
0.02 0.07 0.00
0.00 0.03 -0.06
-0.45 1.38 -0.62
-0.03 -0.10 0.00
-0.06 -0.03 0.01
0.01 0.01 -0.01
0.12 -0.05 0.02
-0.01 -0.06 0.05
-0.71 -0.90 -0.23
-0.01 0.11 0.00
-0.10 -0.16 0.76
-0.25 0.37 -0.19
-0.29 -0.06 -0.81
0.07 -0.09 -0.03
-0.16 -0.03 -0.01
-0.22 -0.14 0.41
-0.73 0.21 -0.27
0.25 -1.00 -0.82
-0.46 -0.46 0.50
0.13 -0.02 0.04
-0.04 -0.06 0.03
0.06 0.08 0.05
0.00 0.26 0.10
0.02 0.36 0.04
0.65 -0.97 0.55
-0.38 0.24 0.00
0.10 0.02 -0.01
-0.07 0.05 0.03
0.40 0.45 0.15
0.19 -0.20 0.05